16 unconnected molecules or ions with the total composition C86H103F24N16O24S8. Source: OMol25; level of theory: the ωB97M-V functional and the def2-TZVPD basis.

Values from the calculation:
- E_tot (Ha) = -11601.5929
- spin multiplicity = 1
- net charge = +5

Bonds (Å) are listed after each position.
Geometry (Å):
1 C 3.733 3.267 -7.187  C2 1.525, H9 1.108, H10 1.047, H11 1.088
2 C 3.592 4.087 -5.909  C1 1.525, N3 1.436, H12 1.068, H13 1.068
3 N 3.990 5.436 -6.203  C2 1.436, C4 1.383, C7 1.332
4 C 3.148 6.478 -6.543  N3 1.383, C5 1.385, H14 1.060
5 C 3.985 7.579 -6.620  C4 1.385, N6 1.374, H15 1.087
6 N 5.276 7.113 -6.537  C5 1.374, C7 1.327, C8 1.492
7 C 5.262 5.831 -6.194  N3 1.332, N6 1.327, H16 1.044
8 C 6.564 7.840 -6.741  N6 1.492, H17 1.073, H18 1.090, H19 1.094
9 H 3.473 2.201 -7.028  C1 1.108
10 H 4.731 3.354 -7.490  C1 1.047
11 H 3.176 3.687 -8.022  C1 1.088
12 H 4.152 3.803 -5.045  C2 1.068
13 H 2.582 4.110 -5.562  C2 1.068
14 H 2.104 6.308 -6.614  C4 1.060
15 H 3.744 8.596 -6.920  C5 1.087
16 H 6.080 5.237 -5.932  C7 1.044
17 H 7.384 7.281 -6.334  C8 1.073
18 H 6.456 8.848 -6.341  C8 1.090
19 H 6.696 8.011 -7.814  C8 1.094
20 C 9.297 -3.030 -0.925  C21 1.531, H28 1.123, H29 1.077, H30 1.084
21 C 8.148 -2.203 -1.507  C20 1.531, N22 1.477, H31 1.104, H32 1.090
22 N 7.210 -3.160 -2.128  C21 1.477, C23 1.383, C26 1.332
23 C 6.390 -4.082 -1.503  N22 1.383, C24 1.347, H33 1.100
24 C 5.593 -4.682 -2.408  C23 1.347, N25 1.386, H34 1.072
25 N 5.918 -4.138 -3.640  C24 1.386, C26 1.359, C27 1.479
26 C 6.844 -3.170 -3.408  N22 1.332, N25 1.359, H35 1.071
27 C 5.514 -4.697 -4.949  N25 1.479, H36 1.062, H37 1.095, H38 1.073
28 H 10.182 -2.402 -0.634  C20 1.123
29 H 9.539 -3.795 -1.644  C20 1.077
30 H 8.971 -3.415 0.034  C20 1.084
31 H 8.532 -1.552 -2.313  C21 1.104
32 H 7.789 -1.669 -0.627  C21 1.090
33 H 6.475 -4.100 -0.406  C23 1.100
34 H 4.899 -5.477 -2.216  C24 1.072
35 H 7.282 -2.513 -4.131  C26 1.071
36 H 5.260 -5.719 -4.808  C27 1.062
37 H 6.404 -4.549 -5.568  C27 1.095
38 H 4.660 -4.158 -5.313  C27 1.073
39 C 9.897 -0.897 5.229  C40 1.509, H47 1.056, H48 1.141, H49 1.129
40 C 9.513 0.529 4.916  C39 1.509, N41 1.465, H50 1.111, H51 1.079
41 N 9.288 1.330 6.122  C40 1.465, C42 1.387, C45 1.327
42 C 10.132 1.466 7.214  N41 1.387, C43 1.334, H52 1.072
43 C 9.603 2.364 8.045  C42 1.334, N44 1.399, H53 1.075
44 N 8.386 2.758 7.476  C43 1.399, C45 1.356, C46 1.466
45 C 8.223 2.102 6.300  N41 1.327, N44 1.356, H54 1.053
46 C 7.452 3.769 7.978  N44 1.466, H55 1.123, H56 1.073, H57 1.107
47 H 9.216 -1.376 5.878  C39 1.056
48 H 10.969 -0.953 5.615  C39 1.141
49 H 9.930 -1.482 4.264  C39 1.129
50 H 8.517 0.644 4.438  C40 1.111
51 H 10.158 1.149 4.314  C40 1.079
52 H 11.096 0.997 7.206  C42 1.072
53 H 9.953 2.680 9.011  C43 1.075
54 H 7.338 2.181 5.735  C45 1.053
55 H 7.397 4.726 7.394  C46 1.123
56 H 7.660 4.028 8.998  C46 1.073
57 H 6.404 3.410 7.954  C46 1.107
58 C -5.849 5.110 -0.843  N59 1.473, H72 1.069, H73 1.129, H74 1.093
59 N -4.458 4.713 -0.564  C58 1.473, C60 1.323, C64 1.371
60 C -3.720 4.273 -1.570  N59 1.323, C61 1.372, H75 1.066
61 C -2.410 3.936 -1.341  C60 1.372, C62 1.409, H76 1.088
62 C -1.853 4.046 -0.052  C61 1.409, C63 1.358, C65 1.512
63 C -2.639 4.491 0.963  C62 1.358, C64 1.372, H77 1.080
64 C -3.944 4.821 0.703  N59 1.371, C63 1.372, H78 1.074
65 C -0.460 3.524 0.214  C62 1.512, C66 1.406, C70 1.386
66 C 0.518 3.359 -0.783  C65 1.406, C67 1.354, H79 1.079
67 C 1.797 2.979 -0.554  C66 1.354, N68 1.389, H80 1.076
68 N 2.123 2.851 0.790  C67 1.389, C69 1.312, C71 1.472
69 C 1.305 3.091 1.788  N68 1.312, C70 1.371, H81 1.071
70 C -0.004 3.396 1.517  C65 1.386, C69 1.371, H82 1.068
71 C 3.513 2.479 1.102  N68 1.472, H83 1.123, H84 1.167, H85 1.081
72 H -5.921 5.851 -1.610  C58 1.069
73 H -6.383 5.486 0.077  C58 1.129
74 H -6.350 4.162 -1.058  C58 1.093
75 H -4.287 4.083 -2.453  C60 1.066
76 H -1.826 3.450 -2.120  C61 1.088
77 H -2.312 4.594 1.987  C63 1.080
78 H -4.685 5.193 1.387  C64 1.074
79 H 0.343 3.469 -1.842  C66 1.079
80 H 2.539 2.852 -1.323  C67 1.076
81 H 1.767 3.020 2.751  C69 1.071
82 H -0.734 3.457 2.295  C70 1.068
83 H 4.191 3.260 0.666  C71 1.123
84 H 3.697 1.441 0.600  C71 1.167
85 H 3.674 2.530 2.170  C71 1.081
86 C -2.927 -4.742 1.824  N87 1.474, H100 1.121, H101 1.074, H102 1.098
87 N -4.234 -4.457 1.206  C86 1.474, C88 1.365, C92 1.326
88 C -4.709 -3.177 1.209  N87 1.365, C89 1.371, H103 1.067
89 C -5.924 -2.861 0.661  C88 1.371, C90 1.391, H104 1.067
90 C -6.714 -3.893 0.164  C89 1.391, C91 1.357, C93 1.485
91 C -6.271 -5.176 0.190  C90 1.357, C92 1.397, H105 1.054
92 C -4.971 -5.408 0.648  N87 1.326, C91 1.397, H106 1.095
93 C -8.062 -3.867 -0.458  C90 1.485, C94 1.347, C98 1.420
94 C -8.434 -2.960 -1.382  C93 1.347, C95 1.356, H107 1.090
95 C -9.643 -3.021 -1.994  C94 1.356, N96 1.345, H108 1.075
96 N -10.587 -3.884 -1.580  C95 1.345, C97 1.330, C99 1.482
97 C -10.321 -4.754 -0.611  N96 1.330, C98 1.398, H109 1.089
98 C -9.062 -4.769 -0.005  C93 1.420, C97 1.398, H110 1.063
99 C -11.935 -3.961 -2.191  N96 1.482, H111 1.086, H112 1.150, H113 1.121
100 H -2.138 -4.962 1.059  C86 1.121
101 H -3.022 -5.552 2.522  C86 1.074
102 H -2.668 -3.910 2.493  C86 1.098
103 H -4.101 -2.430 1.670  C88 1.067
104 H -6.224 -1.838 0.606  C89 1.067
105 H -6.806 -6.029 -0.120  C91 1.054
106 H -4.387 -6.305 0.419  C92 1.095
107 H -7.750 -2.210 -1.778  C94 1.090
108 H -9.997 -2.303 -2.711  C95 1.075
109 H -11.131 -5.345 -0.185  C97 1.089
110 H -8.885 -5.309 0.893  C98 1.063
111 H -12.751 -3.496 -1.648  C99 1.086
112 H -12.140 -5.070 -2.416  C99 1.150
113 H -11.965 -3.499 -3.212  C99 1.121
114 C -4.053 -5.175 -7.364  N115 1.543, H128 1.095, H129 1.060, H130 1.098
115 N -3.958 -3.682 -7.744  C114 1.543, C116 1.317, C120 1.361
116 C -3.072 -2.882 -7.187  N115 1.317, C117 1.356, H131 1.071
117 C -3.112 -1.551 -7.441  C116 1.356, C118 1.418, H132 1.105
118 C -4.050 -0.954 -8.322  C117 1.418, C119 1.428, C121 1.443
119 C -4.936 -1.876 -8.959  C118 1.428, C120 1.397, H133 1.085
120 C -4.896 -3.230 -8.620  N115 1.361, C119 1.397, H134 1.075
121 C -4.057 0.449 -8.656  C118 1.443, C122 1.383, C126 1.399
122 C -3.046 1.313 -8.275  C121 1.383, C123 1.401, H135 1.060
123 C -3.243 2.699 -8.332  C122 1.401, N124 1.322, H136 1.052
124 N -4.431 3.185 -8.649  C123 1.322, C125 1.359, C127 1.503
125 C -5.431 2.347 -9.031  N124 1.359, C126 1.347, H137 1.037
126 C -5.290 1.007 -9.008  C121 1.399, C125 1.347, H138 1.121
127 C -4.715 4.655 -8.525  N124 1.503, H139 1.093, H140 1.069, H141 1.055
128 H -4.898 -5.301 -6.679  C114 1.095
129 H -3.182 -5.475 -6.840  C114 1.060
130 H -4.214 -5.769 -8.273  C114 1.098
131 H -2.379 -3.395 -6.552  C116 1.071
132 H -2.398 -0.874 -6.936  C117 1.105
133 H -5.692 -1.583 -9.681  C119 1.085
134 H -5.597 -3.981 -8.939  C120 1.075
135 H -2.122 0.930 -7.925  C122 1.060
136 H -2.449 3.358 -8.123  C123 1.052
137 H -6.253 2.870 -9.385  C125 1.037
138 H -6.224 0.447 -9.274  C126 1.121
139 H -4.550 4.971 -7.491  C127 1.093
140 H -5.652 4.914 -8.969  C127 1.069
141 H -4.007 5.122 -9.154  C127 1.055
142 C 2.270 2.356 9.553  N143 1.477, H156 1.070, H157 1.116, H158 1.075
143 N 1.562 1.089 9.825  C142 1.477, C144 1.351, C148 1.374
144 C 1.432 0.133 8.880  N143 1.351, C145 1.377, H159 1.052
145 C 0.685 -1.001 9.103  C144 1.377, C146 1.336, H160 1.081
146 C 0.069 -1.159 10.278  C145 1.336, C147 1.440, C149 1.475
147 C 0.193 -0.119 11.268  C146 1.440, C148 1.360, H161 1.048
148 C 1.023 0.942 11.081  N143 1.374, C147 1.360, H162 1.083
149 C -0.803 -2.331 10.479  C146 1.475, C150 1.373, C154 1.370
150 C -2.169 -2.200 10.505  C149 1.373, C151 1.400, H163 1.080
151 C -3.021 -3.310 10.560  C150 1.400, N152 1.340, H164 1.081
152 N -2.489 -4.538 10.590  C151 1.340, C153 1.355, C155 1.417
153 C -1.142 -4.691 10.576  N152 1.355, C154 1.378, H165 1.104
154 C -0.299 -3.605 10.476  C149 1.370, C153 1.378, H166 1.060
155 C -3.256 -5.724 10.475  N152 1.417, H167 1.097, H168 1.094, H169 1.097
156 H 2.684 2.819 10.424  C142 1.070
157 H 1.509 2.997 9.047  C142 1.116
158 H 3.007 2.211 8.784  C142 1.075
159 H 1.974 0.324 7.999  C144 1.052
160 H 0.636 -1.820 8.400  C145 1.081
161 H -0.254 -0.351 12.187  C147 1.048
162 H 1.135 1.699 11.848  C148 1.083
163 H -2.715 -1.270 10.446  C150 1.080
164 H -4.096 -3.212 10.493  C151 1.081
165 H -0.847 -5.748 10.688  C153 1.104
166 H 0.755 -3.712 10.507  C154 1.060
167 H -3.288 -6.315 11.398  C155 1.097
168 H -2.722 -6.266 9.689  C155 1.094
169 H -4.284 -5.605 10.110  C155 1.097
170 C 0.065 0.126 4.453  N171 1.453, H184 1.063, H185 1.133, H186 1.076
171 N 0.144 -0.375 3.092  C170 1.453, C172 1.328, C176 1.333
172 C 1.295 -0.515 2.446  N171 1.328, C173 1.401, H187 1.053
173 C 1.370 -0.832 1.083  C172 1.401, C174 1.367, H188 1.082
174 C 0.220 -0.874 0.346  C173 1.367, C175 1.432, C177 1.490
175 C -1.021 -0.795 1.056  C174 1.432, C176 1.395, H189 1.090
176 C -0.999 -0.547 2.428  N171 1.333, C175 1.395, H190 1.073
177 C 0.162 -0.824 -1.142  C174 1.490, C178 1.350, C182 1.395
178 C 1.033 -1.511 -1.909  C177 1.350, C179 1.382, H191 1.071
179 C 0.835 -1.346 -3.267  C178 1.382, N180 1.338, H192 1.054
180 N -0.094 -0.506 -3.739  C179 1.338, C181 1.334, C183 1.468
181 C -1.011 0.071 -2.962  N180 1.334, C182 1.358, H193 1.090
182 C -0.906 -0.059 -1.614  C177 1.395, C181 1.358, H194 1.044
183 C -0.087 -0.312 -5.194  N180 1.468, H195 1.065, H196 1.093, H197 1.071
184 H -0.177 -0.621 5.169  C170 1.063
185 H -0.838 0.810 4.430  C170 1.133
186 H 0.970 0.608 4.779  C170 1.076
187 H 2.131 -0.326 3.058  C172 1.053
188 H 2.393 -0.892 0.735  C173 1.082
189 H -1.958 -0.849 0.502  C175 1.090
190 H -1.891 -0.484 3.022  C176 1.073
191 H 1.834 -1.986 -1.380  C178 1.071
192 H 1.376 -1.871 -4.004  C179 1.054
193 H -1.805 0.661 -3.419  C181 1.090
194 H -1.551 0.417 -0.946  C182 1.044
195 H 0.587 0.461 -5.480  C183 1.065
196 H -1.132 -0.107 -5.441  C183 1.093
197 H 0.161 -1.245 -5.658  C183 1.071
198 C -0.936 -4.803 6.121  F199 1.329, F200 1.297, F201 1.355, S202 1.895
199 F -1.853 -5.764 6.139  C198 1.329
200 F 0.081 -5.096 6.870  C198 1.297
201 F -0.437 -4.688 4.867  C198 1.355
202 S -1.841 -3.236 6.686  C198 1.895, O203 1.457, O204 1.473, O205 1.409
203 O -2.655 -3.739 7.785  S202 1.457
204 O -0.881 -2.187 7.073  S202 1.473
205 O -2.476 -2.918 5.469  S202 1.409
206 C -4.451 1.795 3.186  F207 1.337, F208 1.356, F209 1.324, S210 1.947
207 F -5.626 1.365 3.655  C206 1.337
208 F -4.442 3.151 3.187  C206 1.356
209 F -3.499 1.365 4.000  C206 1.324
210 S -4.050 1.285 1.351  C206 1.947, O211 1.434, O212 1.464, O213 1.445
211 O -4.906 2.189 0.639  S210 1.434
212 O -2.620 1.579 1.238  S210 1.464
213 O -4.404 -0.116 1.376  S210 1.445
214 C 5.220 0.832 -2.845  F215 1.327, F216 1.323, F217 1.324, S218 1.825
215 F 5.611 1.258 -4.040  C214 1.327
216 F 5.594 -0.420 -2.634  C214 1.323
217 F 5.730 1.610 -1.903  C214 1.324
218 S 3.400 0.814 -2.713  C214 1.825, O219 1.433, O220 1.472, O221 1.471
219 O 3.116 2.192 -2.984  S218 1.433
220 O 3.067 -0.184 -3.742  S218 1.472
221 O 3.080 0.442 -1.326  S218 1.471
222 C -5.903 0.251 -4.729  F223 1.332, F224 1.388, F225 1.363, S226 1.828
223 F -7.133 0.761 -4.711  C222 1.332
224 F -5.721 -0.526 -3.594  C222 1.388
225 F -5.926 -0.561 -5.823  C222 1.363
226 S -4.556 1.463 -4.972  C222 1.828, O227 1.449, O228 1.463, O229 1.413
227 O -3.499 0.594 -5.449  S226 1.449
228 O -5.125 2.322 -6.010  S226 1.463
229 O -4.267 2.045 -3.718  S226 1.413
230 C -4.064 -3.489 -3.682  F231 1.343, F232 1.314, F233 1.332, S234 1.836
231 F -3.860 -4.646 -4.332  C230 1.343
232 F -3.738 -2.567 -4.559  C230 1.314
233 F -5.348 -3.484 -3.327  C230 1.332
234 S -2.888 -3.421 -2.273  C230 1.836, O235 1.416, O236 1.442, O237 1.460
235 O -3.105 -4.677 -1.657  S234 1.416
236 O -1.636 -3.243 -2.965  S234 1.442
237 O -3.455 -2.308 -1.517  S234 1.460
238 C 5.230 -2.526 2.828  F239 1.325, F240 1.335, F241 1.346, S242 1.943
239 F 5.723 -2.781 4.031  C238 1.325
240 F 5.043 -3.628 2.098  C238 1.335
241 F 3.969 -2.095 3.019  C238 1.346
242 S 6.508 -1.414 1.877  C238 1.943, O243 1.439, O244 1.445, O245 1.463
243 O 7.096 -0.663 2.955  S242 1.439
244 O 7.345 -2.437 1.293  S242 1.445
245 O 5.605 -0.724 0.955  S242 1.463
246 C -1.905 4.826 -5.660  F247 1.329, F248 1.338, F249 1.297, S250 1.814
247 F -1.853 5.359 -6.876  C246 1.329
248 F -1.693 5.789 -4.754  C246 1.338
249 F -3.073 4.270 -5.566  C246 1.297
250 S -0.525 3.650 -5.619  C246 1.814, O251 1.423, O252 1.472, O253 1.439
251 O 0.629 4.483 -5.616  S250 1.423
252 O -0.825 2.869 -4.407  S250 1.472
253 O -0.708 2.850 -6.802  S250 1.439
254 C 2.403 3.972 6.031  F255 1.345, F256 1.341, F257 1.410, S258 1.793
255 F 2.894 4.860 5.147  C254 1.345
256 F 2.662 4.447 7.258  C254 1.341
257 F 1.010 4.163 5.916  C254 1.410
258 S 2.967 2.295 5.744  C254 1.793, O259 1.455, O260 1.442, O261 1.459
259 O 1.951 1.509 6.428  S258 1.455
260 O 2.882 2.280 4.304  S258 1.442
261 O 4.282 2.287 6.376  S258 1.459